Arrangement i

The following is a quantum chemistry calculation of a cluster of 2 separate species, C2H3N2OP in total, from the OMol25 dataset.

Summary:
Spin multiplicity = 1
HOMO level = -8.627 eV
Kohn-Sham gap = 9.416 eV

Each line ends with the Löwdin charge.
Positions of all 9 atoms, in Å:
C (-1.034, -0.533, 0.793)  0.051
C (-0.373, 1.641, -0.836)  -0.703
N (0.023, -1.032, 0.823)  -0.266
N (1.109, -1.361, 0.384)  -0.006
O (-1.130, 2.340, -0.313)  0.081
P (0.646, 0.657, -1.604)  0.816
H (-1.898, -0.371, 1.431)  0.080
H (1.072, -2.359, 0.060)  0.094
H (1.586, 1.018, -0.738)  -0.148

Arrangement ii

The following is a quantum chemistry calculation of an isolated molecule of C2H3N2OP, from the OMol25 dataset.

Summary:
Structure (SMILES) = O[C@H]1C=NP=N1
Spin multiplicity = 1
HOMO level = -10.136 eV
Kohn-Sham gap = 8.504 eV

Each line ends with the Löwdin charge.
Positions of all 9 atoms, in Å:
C (-0.399, -0.772, 1.090)  -0.170
C (0.088, -0.002, -0.271)  -0.184
N (-1.645, -0.984, 1.007)  -0.224
N (-1.139, -0.110, -1.321)  -0.309
O (-0.047, 1.715, 0.068)  -0.159
P (-2.499, -0.208, -0.367)  0.919
H (0.200, -1.296, 1.757)  0.076
H (1.066, 0.108, -0.679)  0.090
H (-0.451, 1.643, -0.787)  -0.040

Short version: arrangement ii, arrangement i, most stable first.

Arrangement i

The following is a quantum chemistry calculation of an isolated molecule of C7H12N2OS, from the OMol25 dataset.

Summary:
Spin multiplicity = 1
HOMO level (spin up / spin down) = -8.491 / -8.948 eV
Kohn-Sham gap (spin up / spin down) = 7.327 / 8.084 eV

Each line ends with the Löwdin charge.
Positions of all 23 atoms, in Å:
C (-1.847, -0.250, 1.576)  -0.288
C (-1.876, 0.196, -1.393)  -0.186
C (-0.436, -0.372, -1.765)  -0.165
C (-1.687, 1.301, -0.422)  -0.225
C (0.402, -0.973, -0.682)  -0.359
C (-1.332, 0.871, 0.985)  -0.105
C (3.208, -0.532, 1.053)  -0.242
N (-2.223, -1.248, 2.033)  0.186
N (0.819, 0.091, 0.096)  -0.196
O (1.645, 1.277, 2.171)  -0.510
S (1.503, -0.071, 1.645)  0.792
H (-2.197, 0.496, -2.303)  0.068
H (-2.601, -0.523, -1.000)  0.120
H (-0.619, -1.242, -2.408)  0.118
H (0.029, 0.548, -2.072)  0.108
H (-1.040, 2.069, -0.809)  0.111
H (-2.708, 1.780, -0.130)  0.154
H (-0.154, -1.808, -0.110)  0.146
H (1.294, -1.465, -1.076)  0.119
H (-0.861, 1.754, 1.642)  0.164
H (3.394, -0.345, -0.080)  0.076
H (3.488, -1.639, 1.272)  0.069
H (3.800, 0.085, 1.776)  0.043

Arrangement ii

The following is a quantum chemistry calculation of an isolated molecule of C7H12N2OS, from the OMol25 dataset.

Summary:
Spin multiplicity = 1
HOMO level (spin up / spin down) = -8.193 / -8.193 eV
Kohn-Sham gap (spin up / spin down) = 7.724 / 7.725 eV

Each line ends with the Löwdin charge.
Positions of all 23 atoms, in Å:
C (0.602, -1.683, 0.109)  -0.015
C (1.684, -1.042, -0.252)  -0.419
C (-0.644, -1.116, 0.509)  -0.561
C (3.029, -1.723, -0.622)  -0.057
C (-1.986, 1.560, 0.289)  -0.097
C (0.987, 1.642, 1.609)  -0.294
C (-2.495, 0.180, -0.127)  -0.213
N (1.809, 0.304, -0.676)  -0.364
N (-1.384, -0.628, -0.431)  0.077
O (-0.978, -1.055, 1.694)  0.048
S (1.497, 1.732, -0.012)  0.967
H (0.659, -2.759, -0.059)  0.128
H (2.865, -2.860, -0.845)  0.099
H (3.779, -1.727, 0.229)  0.087
H (3.292, -1.092, -1.519)  0.078
H (-1.323, 1.641, 1.162)  0.035
H (-1.313, 2.047, -0.452)  0.057
H (-2.833, 2.290, 0.310)  0.084
H (0.844, 2.543, 2.110)  -0.015
H (0.821, 0.761, 2.182)  0.018
H (-1.147, -0.710, -1.333)  0.111
H (-3.236, -0.336, 0.564)  0.152
H (-2.934, 0.361, -1.054)  0.093

Arrangement iii

The following is a quantum chemistry calculation of an isolated molecule of C7H12N2OS, from the OMol25 dataset.

Summary:
Structure (SMILES) = Cc1nc(=O)sn1C(C)(C)C
Spin multiplicity = 1
HOMO level = -7.796 eV
Kohn-Sham gap = 8.169 eV

Each line ends with the Löwdin charge.
Positions of all 23 atoms, in Å:
C (-1.383, -1.284, 0.009)  -0.272
C (-3.284, -0.094, 0.062)  -0.662
C (-0.451, -2.424, -0.040)  -0.025
C (1.265, 0.693, -1.503)  -0.023
C (0.746, 2.111, 0.533)  -0.119
C (1.439, -0.227, 0.979)  -0.028
C (0.689, 0.748, -0.049)  -0.612
N (-2.619, -1.284, 0.074)  0.125
N (-0.740, 0.251, -0.077)  -0.380
O (-4.432, 0.248, 0.198)  0.013
S (-2.018, 1.291, -0.224)  0.987
H (0.532, -2.143, -0.461)  0.055
H (-0.972, -3.238, -0.538)  0.086
H (-0.117, -2.812, 1.035)  0.141
H (2.078, 1.421, -1.516)  0.087
H (1.565, -0.288, -1.725)  0.045
H (0.608, 0.837, -2.345)  0.079
H (0.009, 1.950, 1.392)  0.096
H (0.300, 2.900, -0.183)  0.102
H (1.693, 2.498, 0.916)  0.085
H (2.348, 0.382, 1.218)  0.091
H (0.962, -0.449, 1.886)  0.065
H (1.779, -1.087, 0.358)  0.065

Short version: arrangement iii, arrangement ii, arrangement i, most stable first.

Arrangement i

The following is a quantum chemistry calculation of a structure of composition C3H5F, from the OMol25 dataset.

Summary:
Spin multiplicity = 1
HOMO level (spin up / spin down) = -7.834 / -9.027 eV
Kohn-Sham gap (spin up / spin down) = 7.828 / 9.540 eV

Each line ends with the Löwdin charge.
Positions of all 9 atoms, in Å:
C (0.750, -1.609, -0.532)  0.179
C (-0.229, -0.156, 0.454)  -0.235
C (-0.291, 1.230, 0.056)  -0.091
F (-1.337, -0.550, 1.066)  0.016
H (0.825, -2.501, -0.099)  -0.072
H (1.496, -0.990, -0.856)  -0.066
H (-1.269, 1.275, -0.550)  0.121
H (-0.452, 1.763, 1.005)  0.094
H (0.506, 1.538, -0.543)  0.054

Arrangement ii

The following is a quantum chemistry calculation of an isolated molecule of C3H5F, from the OMol25 dataset.

Summary:
Spin multiplicity = 1
HOMO level = -7.996 eV
Kohn-Sham gap = 8.916 eV

Each line ends with the Löwdin charge.
Positions of all 9 atoms, in Å:
C (0.407, 0.589, 0.572)  0.021
C (0.250, -0.363, -0.690)  -0.240
C (-1.204, -0.084, -0.554)  -0.132
F (-1.743, 1.049, -1.122)  -0.036
H (0.109, 0.181, 1.453)  -0.014
H (0.681, 1.717, 0.481)  0.094
H (0.668, -0.145, -1.687)  0.112
H (0.365, -1.408, -0.471)  0.087
H (-1.800, -0.648, 0.150)  0.109

Short version: arrangement ii, arrangement i, most stable first.

Arrangement i

The following is a quantum chemistry calculation of a structure of composition C5H12N3O, from the OMol25 dataset.

Summary:
Charge = +1
Spin multiplicity = 1
HOMO level = -13.754 eV
Kohn-Sham gap = 10.166 eV

Each line ends with the Löwdin charge.
Positions of all 21 atoms, in Å:
C (-1.040, 0.674, 1.588)  -0.447
C (0.117, 0.045, 0.081)  -0.273
C (-2.083, -1.380, 0.259)  0.006
C (1.347, 1.764, 1.540)  -0.038
C (0.975, -0.899, -2.046)  -0.036
N (-1.108, -0.326, 0.589)  -0.054
N (0.153, 1.143, 0.981)  -0.037
N (0.254, 0.222, -1.417)  0.108
O (-1.677, 1.004, 2.490)  0.230
H (1.467, -0.913, 0.438)  0.259
H (-1.494, -2.310, 0.115)  0.098
H (-2.704, -1.432, 1.260)  0.146
H (-2.710, -0.992, -0.593)  0.099
H (2.083, 1.088, 1.951)  0.069
H (1.846, 2.415, 0.659)  0.132
H (1.244, 2.484, 2.360)  0.097
H (1.628, -1.431, -1.359)  0.065
H (0.318, -1.710, -2.335)  0.099
H (1.406, -0.722, -3.058)  0.127
H (-0.681, 0.194, -1.858)  0.194
H (0.661, 1.083, -1.643)  0.157

Arrangement ii

The following is a quantum chemistry calculation of the ion C5H12N3O with charge +1, from the OMol25 dataset.

Summary:
Structure (SMILES) = C/C(=[NH+]\C(N)=O)N(C)C
Charge = +1
Spin multiplicity = 1
HOMO level = -14.209 eV
Kohn-Sham gap = 10.858 eV

Each line ends with the Löwdin charge.
Positions of all 21 atoms, in Å:
C (0.001, -0.108, 0.030)  -0.229
C (1.682, 1.435, -0.871)  0.017
C (-2.459, 0.233, -0.211)  -0.512
C (-0.365, -1.491, 0.551)  0.059
C (2.370, -0.684, 0.113)  -0.005
N (1.280, 0.234, -0.143)  -0.123
N (-0.996, 0.817, 0.004)  0.196
N (-3.163, 0.388, 0.906)  0.219
O (-2.711, -0.207, -1.291)  0.145
H (1.564, 2.262, -0.327)  0.054
H (2.755, 1.255, -1.210)  0.130
H (-1.325, -1.753, 0.447)  0.040
H (-0.015, -1.703, 1.562)  0.121
H (0.250, -2.092, -0.129)  0.102
H (2.567, -0.862, 1.178)  0.123
H (2.268, -1.669, -0.423)  0.131
H (3.100, -0.155, -0.317)  0.028
H (-0.900, 1.639, -0.469)  0.096
H (-4.161, 0.026, 0.855)  0.185
H (-2.810, 0.982, 1.569)  0.086
H (1.065, 1.452, -1.825)  0.137

Short version: arrangement ii, arrangement i, most stable first.

Arrangement i

The following is a quantum chemistry calculation of a structure of composition C10H14ClN4O8SSeSr, from the OMol25 dataset.

Summary:
Charge = -1
Spin multiplicity = 1
HOMO level = -5.730 eV
Kohn-Sham gap = 7.979 eV

Each line ends with the Löwdin charge.
Positions of all 40 atoms, in Å:
Sr (-0.421, 0.255, -0.457)  1.529
Cl (4.230, -4.590, 3.180)  0.612
C (2.868, -3.667, 2.593)  -0.683
C (1.673, -4.340, 2.278)  -0.109
C (0.588, -3.656, 1.810)  -0.009
C (0.613, -2.236, 1.608)  -0.385
O (-0.395, -1.626, 1.137)  -0.204
C (1.839, -1.579, 1.972)  -0.131
C (1.993, -0.158, 1.921)  -0.193
O (1.130, 0.671, 1.615)  -0.129
C (2.947, -2.316, 2.444)  -0.074
H (1.626, -5.414, 2.407)  0.100
H (-0.328, -4.173, 1.557)  0.112
H (2.984, 0.226, 2.220)  0.134
H (3.862, -1.790, 2.688)  0.112
C (-2.865, 3.220, -2.772)  -0.029
O (-2.265, 2.194, -3.573)  -0.009
C (-2.010, 1.065, -2.923)  -0.630
O (-2.506, 0.776, -1.839)  -0.071
N (-1.146, 0.280, -3.637)  0.015
N (-0.652, -0.882, -2.969)  -0.008
H (-3.075, 4.034, -3.459)  0.091
H (-2.152, 3.535, -2.011)  0.090
H (-3.777, 2.858, -2.304)  0.091
H (-0.379, 0.815, -4.078)  0.095
H (0.372, -0.809, -2.951)  0.049
H (-0.907, -1.671, -3.549)  0.089
N (-1.450, 0.438, 3.107)  0.092
C (-1.933, 1.398, 2.285)  -1.036
N (-1.096, 2.432, 2.033)  0.086
S (-3.456, 1.315, 1.598)  0.574
H (-0.446, 0.333, 3.133)  0.079
H (-1.951, -0.435, 3.051)  0.086
H (-0.100, 2.317, 2.157)  0.084
H (-1.405, 3.105, 1.353)  0.090
O (1.674, 0.119, -1.688)  -0.657
Se (1.662, 1.662, -2.357)  0.752
O (1.320, 1.497, -3.946)  -0.493
O (0.327, 2.310, -1.579)  -0.634
O (3.009, 2.487, -2.056)  -0.476

Arrangement ii

The following is a quantum chemistry calculation of a structure of composition C10H14ClN4O8SSeSr, from the OMol25 dataset.

Summary:
Charge = -1
Spin multiplicity = 1
HOMO level = -5.772 eV
Kohn-Sham gap = 8.089 eV

Each line ends with the Löwdin charge.
Positions of all 40 atoms, in Å:
Sr (0.223, -1.072, -0.658)  1.613
Cl (-7.260, 0.723, -1.287)  0.611
C (-5.513, 0.722, -1.291)  -0.685
C (-4.819, 1.900, -0.972)  -0.107
C (-3.453, 1.914, -0.964)  -0.011
C (-2.667, 0.751, -1.245)  -0.376
O (-1.395, 0.813, -1.165)  -0.199
C (-3.406, -0.421, -1.618)  -0.132
C (-2.802, -1.642, -2.094)  -0.212
O (-1.609, -1.896, -2.231)  -0.092
C (-4.817, -0.403, -1.617)  -0.084
H (-5.376, 2.798, -0.735)  0.102
H (-2.914, 2.821, -0.721)  0.109
H (-3.526, -2.409, -2.424)  0.126
H (-5.351, -1.306, -1.892)  0.109
C (3.724, -1.152, 3.038)  -0.035
O (2.607, -0.325, 2.660)  0.003
C (2.269, -0.199, 1.380)  -0.603
O (1.266, 0.452, 1.111)  -0.060
N (3.137, -0.747, 0.470)  0.013
N (2.831, -0.543, -0.907)  -0.017
H (3.799, -1.048, 4.116)  0.091
H (4.637, -0.794, 2.562)  0.094
H (3.530, -2.189, 2.767)  0.072
H (3.343, -1.744, 0.688)  0.086
H (2.770, -1.474, -1.331)  0.052
H (3.603, -0.048, -1.333)  0.096
N (0.132, 2.966, 0.076)  0.084
C (1.424, 3.344, 0.112)  -1.029
N (1.980, 3.393, 1.355)  0.070
S (2.286, 3.792, -1.247)  0.500
H (-0.237, 2.468, 0.873)  0.093
H (-0.224, 2.596, -0.795)  0.060
H (1.635, 2.738, 2.041)  0.086
H (2.972, 3.551, 1.356)  0.074
O (2.913, -3.446, 1.068)  -0.508
Se (1.444, -3.748, 0.407)  0.744
O (0.355, -2.710, 1.135)  -0.639
O (1.522, -3.158, -1.163)  -0.635
O (0.965, -5.267, 0.474)  -0.463

Short version: arrangement i, arrangement ii, most stable first.

Arrangement i

The following is a quantum chemistry calculation of an isolated molecule of C2H4N2OS2, from the OMol25 dataset.

Summary:
Structure (SMILES) = S=CNO/C=N/S
Spin multiplicity = 1
HOMO level = -8.460 eV
Kohn-Sham gap = 8.812 eV

Each line ends with the Löwdin charge.
Positions of all 11 atoms, in Å:
C (0.737, -1.182, 0.033)  -0.265
C (-2.239, 0.592, -0.045)  -0.767
H (3.424, 1.312, 0.332)  -0.068
H (0.935, -2.205, 0.068)  0.121
H (-0.135, 0.958, 0.062)  0.104
H (-2.367, 1.708, -0.118)  0.087
N (1.495, -0.135, -0.059)  -0.417
N (-0.941, 0.388, 0.071)  -0.018
O (-0.595, -0.982, 0.016)  -0.051
S (3.217, -0.080, -0.189)  0.651
S (-3.530, -0.375, -0.171)  0.624

Arrangement ii

The following is a quantum chemistry calculation of a structure of composition C2H4N2OS2, from the OMol25 dataset.

Summary:
Spin multiplicity = 1
HOMO level = -8.553 eV
Kohn-Sham gap = 8.393 eV

Each line ends with the Löwdin charge.
Positions of all 11 atoms, in Å:
C (1.296, -0.215, -0.011)  -0.996
C (-2.385, 0.679, -0.127)  -0.755
H (2.237, -2.000, 0.525)  0.176
H (3.182, -0.611, 0.655)  0.258
H (-0.513, 1.496, -0.455)  0.141
H (-2.868, 1.687, -0.042)  0.077
N (2.272, -1.047, -0.211)  0.024
N (-1.037, 0.681, 0.011)  -0.382
O (1.502, 0.955, -0.097)  0.004
S (-0.348, -0.887, -0.211)  0.941
S (-3.338, -0.737, -0.036)  0.512

Arrangement iii

The following is a quantum chemistry calculation of a structure of composition C2H4N2OS2, from the OMol25 dataset.

Summary:
Spin multiplicity = 1
HOMO level = -9.294 eV
Kohn-Sham gap = 8.133 eV

Each line ends with the Löwdin charge.
Positions of all 11 atoms, in Å:
C (-0.306, -0.127, 0.200)  -0.475
C (-1.186, -0.744, -1.120)  -1.081
H (0.987, 1.520, 1.545)  0.247
H (2.389, -0.191, 1.416)  0.178
H (1.500, -0.009, -1.191)  0.119
H (-2.507, -0.170, 0.591)  -0.035
N (1.980, 0.845, 0.653)  -0.100
N (1.077, 0.230, -0.208)  -0.226
O (-0.738, 0.394, 1.216)  -0.050
S (-2.909, -0.310, -0.814)  0.738
S (-0.287, -1.435, -2.288)  0.685

Short version: arrangement ii, arrangement i, arrangement iii, most stable first.